[1]
C38H39Cl2N2O2S2SbV as an isolated structure, computed with ωB97M-V with the def2-TZVPD basis set.

The geometry in XYZ format:
```
87
Properties=species:S:1:pos:R:3:forces:R:3
V 0.085199 -0.205872 0.389607 0.230 0.280 0.933
C 1.994693 -0.285713 2.773149 -0.085 -0.117 -0.223
C 1.748040 1.216277 2.651859 -0.091 0.055 -0.174
N 0.621038 1.522068 1.743531 0.060 0.149 -0.041
C 0.810111 2.770833 0.983196 -0.043 -0.335 -0.024
C 1.858975 2.624254 -0.127943 -0.005 -0.001 -0.083
S 1.965826 0.986876 -0.938237 -0.222 0.060 0.327
C 3.383138 0.236360 -0.043775 0.022 -0.031 -0.050
C 3.014613 -1.082671 0.624130 -0.304 0.129 0.133
N 1.815455 -0.975018 1.484066 0.261 -0.260 -0.158
H 3.001694 -0.457548 3.168633 0.004 0.006 0.072
H 1.283011 -0.720921 3.473178 -0.054 0.018 -0.003
H 1.574485 1.641993 3.642582 0.039 0.009 0.055
H 2.633930 1.710844 2.255088 -0.003 -0.002 -0.010
H -0.239974 1.588929 2.276362 0.010 0.049 0.015
H -0.149286 3.011881 0.531937 -0.035 -0.018 -0.041
H 1.105741 3.602939 1.632498 0.032 0.016 0.062
H 1.616574 3.339518 -0.913483 0.029 -0.024 -0.032
H 2.865304 2.861691 0.216734 -0.002 0.021 0.016
H 4.182721 0.048235 -0.759373 -0.018 0.020 -0.053
H 3.757024 0.972676 0.665543 0.023 -0.034 0.037
H 2.763080 -1.819257 -0.140041 0.035 -0.001 -0.046
H 3.879009 -1.445024 1.192187 0.044 -0.003 0.033
H 1.470158 -1.913109 1.657157 0.144 0.011 0.061
Cl -3.457653 -3.864625 -6.288526 0.043 0.027 0.052
C -2.399960 -3.419884 -4.971037 -0.033 -0.015 -0.055
C -2.680141 -2.279412 -4.237479 0.038 0.027 0.071
C -1.841390 -1.935182 -3.186796 -0.150 0.015 -0.057
C -0.730953 -2.716499 -2.887124 0.006 0.058 0.137
C -0.467145 -3.853275 -3.635011 -0.014 -0.066 -0.188
C -1.305570 -4.216954 -4.683217 0.130 -0.003 0.096
C 0.172846 -2.326127 -1.741817 -0.369 0.162 -0.179
O 1.264098 -2.856420 -1.594707 0.153 0.011 0.177
O -0.335704 -1.394438 -0.997322 0.173 -0.697 -0.793
H -3.552138 -1.683906 -4.476411 0.029 -0.025 0.035
H -2.044214 -1.061628 -2.578530 -0.020 0.006 -0.014
H 0.404140 -4.446768 -3.389565 -0.020 -0.008 -0.005
H -1.115563 -5.103967 -5.272159 0.006 0.007 0.018
Cl -3.079285 -2.888932 0.108945 0.047 0.217 0.090
C -3.480838 -1.225500 0.507258 -0.027 -0.129 -0.153
C -4.639281 -0.713375 -0.057809 -0.018 -0.005 -0.030
C -5.066223 0.571795 0.244778 0.075 -0.045 0.047
C -4.318879 1.323355 1.143361 0.070 -0.089 0.006
C -3.159411 0.795856 1.684069 -0.018 0.120 0.006
C -2.666078 -0.483913 1.371986 0.072 0.068 0.205
C -1.350297 -0.920612 1.891179 -0.373 0.231 -0.155
H -5.210390 -1.342412 -0.729442 0.007 0.020 0.009
H -5.975096 0.962400 -0.195107 0.011 -0.009 -0.008
H -4.636845 2.321390 1.424143 0.009 -0.025 -0.007
H -2.586121 1.398406 2.385195 -0.027 -0.003 -0.004
H -1.302338 -2.008768 1.985838 0.133 0.033 -0.057
H -1.190740 -0.477362 2.883048 0.014 -0.053 0.024
S -1.530558 1.549808 -1.345152 0.078 0.123 0.068
Sb -2.345282 2.810729 -3.007971 0.040 -0.038 0.307
C -4.169886 2.200461 -3.812535 -0.335 -0.106 -0.080
C -4.122486 1.141370 -4.717463 -0.175 0.041 -0.011
C -5.303530 0.592355 -5.200273 0.063 0.049 0.041
C -6.524063 1.098741 -4.776500 -0.066 -0.021 -0.019
C -6.573820 2.153587 -3.875405 0.094 0.008 0.017
C -5.396120 2.704009 -3.384538 -0.036 -0.136 -0.175
C -2.443066 4.843332 -2.473241 0.042 0.196 0.106
C -3.391016 5.303569 -1.557081 0.092 0.055 -0.043
C -3.335558 6.611200 -1.093817 0.053 -0.050 -0.075
C -2.324678 7.459325 -1.529030 -0.030 -0.008 0.019
C -1.370135 7.002147 -2.425323 -0.012 -0.051 -0.034
C -1.423745 5.694578 -2.895965 -0.163 0.106 0.002
C -1.052164 2.726652 -4.644399 0.308 0.101 -0.238
C -1.232763 3.538292 -5.765219 0.083 -0.135 -0.030
C -0.321460 3.478742 -6.810606 0.028 -0.072 0.053
C 0.762722 2.609048 -6.735931 -0.026 0.008 0.010
C 0.940141 1.798015 -5.623204 -0.097 0.037 0.021
C 0.033681 1.857983 -4.568951 0.018 0.079 -0.142
H -3.171965 0.738400 -5.051342 0.012 0.022 0.021
H -5.268143 -0.231683 -5.902056 -0.006 0.005 0.001
H -7.443886 0.666363 -5.149748 0.010 0.008 0.003
H -7.528940 2.544208 -3.548003 0.008 -0.006 -0.005
H -5.450562 3.522001 -2.679123 0.035 0.026 0.027
H -4.165797 4.648769 -1.178169 0.019 -0.067 -0.003
H -4.075905 6.963531 -0.386827 0.011 -0.002 -0.009
H -2.279771 8.476673 -1.161752 0.004 -0.004 -0.011
H -0.580934 7.662484 -2.762019 -0.001 -0.008 0.009
H -0.674931 5.350008 -3.600030 0.005 -0.022 0.022
H -2.080513 4.211427 -5.833620 -0.005 0.001 0.032
H -0.455063 4.105477 -7.683537 -0.003 -0.009 0.019
H 1.471552 2.562452 -7.553559 -0.019 0.007 0.010
H 1.781880 1.118568 -5.571402 -0.022 0.015 0.000
H 0.169742 1.235505 -3.689810 -0.026 0.020 0.009
```
Positions in Å, forces in eV/Å.

Summary:
HOMO-LUMO gap (alpha / beta)	5.98 / 5.20	eV
energy	-126054.368	eV
<S²>	0.79
E_HOMO (alpha / beta)	-0.2096 / -0.1807	Ha
energy above the lowest of the compared OMol25 structures with the same formula, charge and spin	32.12	kcal/mol
LUMO level (alpha / beta)	0.0101 / 0.0103	Ha
charge	0
strongest force on any atom	1.070	eV/Å
multiplicity	2

[2]
C38H39FN5O3SiV as an isolated structure, computed with ωB97M-V with the def2-TZVPD basis set.

The geometry in XYZ format:
```
88
Properties=species:S:1:pos:R:3:forces:R:3
V 2.311002 2.063967 0.579188 -0.780 -1.496 0.726
F -1.674024 -3.687564 0.698276 0.119 -0.240 0.126
C -2.038353 -2.477827 0.237699 0.215 0.147 -0.102
C -1.128244 -1.467006 0.322539 0.290 -0.316 0.193
C -1.467366 -0.176551 -0.074042 0.641 0.923 0.073
C -0.510530 0.924964 0.063204 -2.303 0.026 -1.075
O 0.569808 0.756145 0.626859 2.285 -0.028 0.737
C -0.948081 2.194645 -0.465637 1.431 -0.451 0.541
C -2.204314 2.333338 -0.913889 -1.444 0.007 -0.521
N -3.104536 1.336248 -0.993725 0.250 0.250 0.064
C -4.448421 1.600807 -1.453900 -0.098 -0.005 -0.080
C -4.651028 2.507599 -2.623270 0.068 0.148 -0.143
C -4.896698 1.032935 -2.765284 0.010 -0.013 -0.099
C -2.752840 0.051468 -0.572757 -0.344 -0.194 -0.071
C -3.661794 -0.997699 -0.659512 -0.240 0.599 -0.051
C -3.341616 -2.283732 -0.260759 -1.148 -1.327 -0.297
N -4.330475 -3.277920 -0.399224 1.579 0.405 0.271
C -5.609179 -3.013706 0.280099 -1.672 0.530 -0.633
C -6.805274 -3.134065 -0.594516 -0.221 0.204 -0.332
N -5.958405 -6.064265 -0.363764 0.495 -0.101 -0.091
C -4.877712 -5.589260 -1.243860 -0.516 0.115 0.157
C -3.910088 -4.673087 -0.510949 -0.066 0.293 0.100
C -0.024431 3.370048 -0.556013 -1.736 -0.463 0.004
O -0.459912 4.488745 -0.683450 0.537 0.180 -0.073
O 1.236097 3.020812 -0.541401 1.025 0.593 0.232
H -0.140025 -1.658435 0.728890 -0.143 -0.002 -0.021
H -2.540570 3.305268 -1.249574 -0.007 -0.013 -0.010
H -5.186195 1.648220 -0.665366 0.010 -0.093 0.126
H -3.773290 2.914757 -3.110156 -0.055 -0.024 0.021
H -5.496266 3.181160 -2.581750 0.022 -0.033 -0.008
H -4.160499 0.463891 -3.322054 -0.058 0.055 0.065
H -5.912943 0.663950 -2.840465 0.112 -0.002 0.092
H -4.642769 -0.832232 -1.085282 -0.098 -0.159 0.103
H -5.554117 -1.999987 0.676542 0.808 0.339 0.433
H -5.706610 -3.664728 1.155601 0.117 -0.297 0.226
H -6.740467 -2.884770 -1.651076 0.049 0.052 0.108
H -7.766048 -3.420738 -0.173822 0.257 -0.117 -0.116
H -6.518545 -6.770375 -0.820615 -0.092 0.046 -0.110
H -5.564271 -6.490026 0.464871 0.121 -0.130 0.063
H -5.312133 -5.046873 -2.085829 -0.138 0.030 0.148
H -4.283704 -6.408855 -1.655492 0.177 -0.242 -0.032
H -2.975138 -4.674864 -1.060552 0.179 -0.077 -0.100
H -3.705986 -5.114482 0.473873 0.006 -0.022 0.105
C 1.168544 3.997452 5.314155 0.092 -0.120 -0.162
C 1.692109 4.510614 4.137098 0.011 0.029 -0.008
C 2.240887 3.674142 3.169262 -0.037 -0.197 0.009
C 2.251473 2.283400 3.344521 -0.305 0.170 0.385
C 1.709388 1.773289 4.536531 0.011 -0.062 -0.060
C 1.188090 2.617599 5.503908 0.017 -0.040 -0.038
N 2.723185 1.433343 2.321453 -0.139 0.269 -0.032
C 3.266524 0.177927 2.710147 0.246 -0.238 -0.049
C 4.310696 0.114239 3.639101 0.045 0.163 -0.020
C 4.892674 -1.098910 3.977462 -0.012 0.041 -0.013
C 4.446966 -2.284735 3.399558 -0.085 0.141 -0.059
C 3.405148 -2.230912 2.483655 0.020 -0.003 -0.007
C 2.816145 -1.015567 2.147892 -0.076 0.151 -0.143
H 0.758591 4.655645 6.071835 0.027 -0.056 -0.068
H 1.701894 5.581431 3.970316 -0.002 -0.048 -0.020
H 2.699596 4.101321 2.288215 0.060 0.114 -0.033
H 1.698674 0.700478 4.689250 -0.018 0.049 0.019
H 0.778715 2.191167 6.414091 0.038 0.013 -0.077
H 4.673479 1.038471 4.075022 0.011 -0.047 0.000
H 5.715642 -1.117157 4.685720 -0.099 0.025 -0.057
H 4.910002 -3.231809 3.655827 -0.054 0.093 -0.022
H 3.045480 -3.142836 2.018402 -0.006 0.077 0.029
H 2.006338 -0.967148 1.430813 -0.026 -0.049 0.048
C 2.564611 -1.070920 -1.549723 -0.527 0.086 0.498
Si 3.447245 0.525328 -0.990348 0.667 -0.813 -1.390
C 5.160498 -0.055817 -0.471414 0.205 0.215 0.456
C 3.715055 1.362222 -2.681752 -0.191 0.501 -0.043
C 4.965622 1.452605 -3.304289 0.019 0.013 0.043
C 5.112978 2.022039 -4.569626 -0.086 -0.061 0.090
C 4.004985 2.519776 -5.247084 0.015 -0.054 0.116
C 2.752313 2.451194 -4.645158 0.001 -0.017 0.050
C 2.618640 1.884969 -3.380845 -0.007 0.014 -0.028
H 3.130707 -1.533816 -2.368563 0.002 0.213 0.160
H 1.549117 -0.860693 -1.918319 0.215 -0.110 0.089
H 2.486015 -1.803830 -0.732119 -0.037 0.155 -0.225
H 5.580923 -0.750683 -1.217065 -0.249 0.222 0.165
H 5.125124 -0.571687 0.495474 0.062 0.040 -0.130
H 5.832244 0.806316 -0.367034 -0.070 -0.191 0.011
H 5.848422 1.081254 -2.788696 -0.100 0.067 -0.098
H 6.098210 2.083344 -5.024361 -0.106 -0.022 0.071
H 4.117071 2.966348 -6.232039 -0.010 -0.059 0.143
H 1.881123 2.854011 -5.156913 0.114 -0.074 0.091
H 1.635526 1.866590 -2.913179 0.080 -0.001 -0.104
N 4.957387 3.794462 0.323396 -0.820 -0.538 0.166
C 3.981933 3.165625 0.425765 1.463 0.848 -0.504
```
Positions in Å, forces in eV/Å.

Summary:
HOMO-LUMO gap (alpha / beta)	2.08 / 2.69	eV
energy	-89913.772	eV
<S²>	0.79
E_HOMO (alpha / beta)	-0.0428 / -0.0430	Ha
LUMO level (alpha / beta)	0.0336 / 0.0558	Ha
charge	-1
strongest force on any atom	2.542	eV/Å
multiplicity	2

> What is the energy in the first record?

-126054.368 eV